DFT (ωB97M-V/def2-TZVPD) results for 16 unconnected molecules or ions with the total composition C24H86N6O16.

Results
LUMO level: -0.014 Eh
orbital gap: 8.237 eV

Positions of all 132 atoms, in Å:
O: -4.721 1.559 0.194
H: -5.430 1.067 -0.221
H: -4.466 1.025 0.946
O: 2.122 3.068 -0.858
H: 2.027 3.524 -0.021
H: 2.890 3.469 -1.264
O: -2.681 1.748 -2.097
H: -2.341 2.066 -2.933
H: -2.213 0.927 -1.944
O: -1.535 2.985 3.501
H: -1.939 3.682 4.017
H: -1.141 2.403 4.151
O: 0.321 3.980 -2.713
H: 0.886 3.728 -1.983
H: 0.317 3.215 -3.289
O: -2.221 2.611 0.732
H: -2.019 2.767 1.655
H: -1.552 1.990 0.442
O: -4.323 -0.961 -3.164
H: -3.923 -0.302 -3.732
H: -3.588 -1.338 -2.680
O: 0.773 1.094 4.788
H: 1.397 1.386 4.122
H: 1.060 1.527 5.592
O: 1.988 -0.958 -3.377
H: 2.424 -0.151 -3.105
H: 1.128 -0.675 -3.686
O: -1.238 -0.882 4.449
H: -0.954 -1.772 4.660
H: -0.537 -0.321 4.780
C: 2.625 5.969 1.529
C: 1.225 5.550 1.744
C: 0.238 6.060 0.616
O: 0.011 7.394 0.571
C: -0.850 7.932 1.608
N: 1.206 4.071 1.775
H: 3.289 5.994 2.393
H: 2.709 6.995 1.169
H: 3.173 5.405 0.774
H: 1.138 6.041 2.713
H: -0.731 5.560 0.592
H: 0.772 5.756 -0.284
H: -0.908 7.255 2.461
H: -1.830 8.259 1.262
H: -0.364 8.806 2.041
H: 2.016 3.747 2.285
H: 0.456 3.794 2.392
C: -0.036 -3.158 -6.037
C: 0.287 -2.104 -7.168
C: 0.601 -2.783 -8.494
O: 0.938 -1.891 -9.557
C: -0.022 -1.343 -10.457
N: -0.849 -1.287 -7.349
H: -0.463 -2.715 -5.137
H: 0.866 -3.711 -5.778
H: -0.605 -4.031 -6.356
H: 1.126 -1.455 -6.920
H: -0.233 -3.427 -8.774
H: 1.368 -3.544 -8.352
H: -0.234 -1.931 -11.350
H: 0.309 -0.392 -10.875
H: -0.979 -1.196 -9.956
H: -0.484 -0.740 -8.116
H: -0.743 -0.594 -6.622
C: 0.329 0.486 1.562
C: -0.086 0.194 0.106
C: -1.340 -0.693 -0.028
O: -1.694 -0.976 -1.432
C: -0.768 -1.940 -1.986
N: -0.174 1.475 -0.614
H: 1.219 1.108 1.465
H: 0.691 -0.385 2.107
H: -0.327 1.083 2.196
H: 0.685 -0.296 -0.488
H: -2.189 -0.142 0.376
H: -1.249 -1.642 0.500
H: -0.958 -1.886 -3.058
H: -0.858 -2.932 -1.543
H: 0.269 -1.627 -1.860
H: 0.611 2.036 -0.317
H: 0.123 1.325 -1.567
C: 4.901 0.034 6.006
C: 5.430 0.382 4.620
C: 4.679 -0.215 3.432
O: 5.313 -0.020 2.237
C: 4.656 -0.586 1.095
N: 5.608 1.813 4.534
H: 5.485 0.618 6.717
H: 5.221 -0.961 6.315
H: 3.846 0.226 6.200
H: 6.437 -0.033 4.658
H: 3.722 0.302 3.505
H: 4.681 -1.300 3.533
H: 3.607 -0.311 1.205
H: 4.833 -1.661 1.059
H: 4.860 -0.008 0.193
H: 6.205 2.078 5.305
H: 6.047 2.079 3.665
C: -5.647 -1.146 2.469
C: -5.233 -0.041 3.442
C: -5.185 -0.530 4.917
O: -6.437 -1.151 5.177
C: -6.463 -1.499 6.538
N: -3.887 0.283 2.933
H: -5.627 -0.809 1.433
H: -6.684 -1.428 2.650
H: -5.082 -2.078 2.480
H: -5.846 0.856 3.358
H: -4.891 0.245 5.626
H: -4.419 -1.305 4.959
H: -6.383 -0.678 7.250
H: -5.646 -2.214 6.630
H: -7.378 -2.040 6.781
H: -3.395 0.956 3.503
H: -3.267 -0.497 3.103
C: 0.317 -5.962 -3.237
C: 1.482 -6.575 -2.415
C: 2.113 -5.654 -1.283
O: 1.955 -4.227 -1.441
C: 2.524 -3.497 -0.348
N: 0.872 -7.739 -1.883
H: 0.699 -5.094 -3.774
H: -0.584 -5.736 -2.666
H: -0.134 -6.660 -3.942
H: 2.330 -6.746 -3.078
H: 3.168 -5.922 -1.227
H: 1.609 -5.891 -0.345
H: 2.562 -2.416 -0.487
H: 3.546 -3.852 -0.218
H: 2.127 -3.678 0.651
H: 1.539 -8.001 -1.171
H: -0.002 -7.649 -1.385

---

DFT (ωB97M-V/def2-TZVPD) results for a molecular structure, C25H13Br4IN2O8Os.

Results
LUMO level (alpha / beta): -0.027 / -0.071 Eh
orbital gap (alpha / beta): 7.651 / 6.696 eV
multiplicity: 5
⟨S²⟩: 6.0146

Positions of all 54 atoms, in Å:
Os: 0.449 0.037 -0.939
O: 0.126 -2.035 -0.045
C: -0.587 -2.275 0.911
C: -1.434 -1.360 1.659
C: -2.059 -1.885 2.803
C: -2.839 -1.113 3.611
C: -3.015 0.246 3.320
C: -2.426 0.796 2.207
C: -1.596 0.021 1.343
O: -1.042 0.620 0.340
N: -3.414 -1.669 4.819
O: -3.234 -2.840 5.062
O: -4.053 -0.907 5.528
H: -0.613 -3.313 1.281
H: -1.916 -2.915 3.098
H: -3.610 0.856 3.983
H: -2.583 1.864 1.978
Br: 5.308 -1.693 -5.509
C: 3.631 -1.298 -4.772
C: 2.475 -1.369 -5.527
Br: 2.591 -1.936 -7.296
C: 1.248 -1.007 -4.970
Br: -0.358 -1.044 -6.005
C: 1.156 -0.644 -3.626
O: 0.080 -0.211 -2.937
C: 2.318 -0.680 -2.858
O: 2.152 -0.460 -1.535
C: 3.538 -0.924 -3.432
Br: 5.097 -0.764 -2.364
I: -1.805 -2.869 -2.718
C: -2.875 -1.063 -2.457
C: -4.172 -0.999 -2.936
C: -4.853 0.208 -2.819
C: -4.242 1.275 -2.178
C: -2.950 1.090 -1.719
N: -2.282 -0.055 -1.860
H: -4.635 -1.841 -3.412
H: -5.851 0.339 -3.224
H: -4.712 2.255 -2.100
H: -2.423 1.885 -1.230
O: 1.500 -0.148 1.127
C: 1.931 1.025 1.016
O: 1.506 1.720 0.031
C: 2.813 1.603 1.997
C: 3.134 2.951 1.871
C: 3.889 3.531 2.856
C: 4.328 2.760 3.927
C: 4.021 1.393 4.042
C: 3.224 0.816 3.068
H: 2.813 3.517 0.976
H: 4.087 4.592 2.833
H: 4.876 3.233 4.722
H: 4.384 0.883 4.920
H: 2.901 -0.202 3.139

---

What energy relative to the best compared isomer or geometry (same formula, charge and spin) values result from the calculations? In sequence: 545.4; 37.9 kJ/mol.
What F_max values result from the calculations? In sequence: 3.45; 1.35 eV/A.